Density functional theory data (ωB97M-V with the def2-TZVPD basis set) for a structure of composition C27H40GaIN2O4P3S2.

XYZ file:
```
80
Properties=species:S:1:pos:R:3:forces:R:3
Ga -0.302 0.702 0.253 -0.361 0.114 0.148
C 2.215 1.699 3.122 -0.045 0.092 -0.049
P 0.812 0.684 2.566 0.090 -0.026 -0.099
C 1.289 -0.978 3.115 0.071 0.020 0.017
C -0.540 1.237 3.648 0.059 -0.111 0.090
C -0.655 0.787 4.959 -0.040 -0.006 0.053
C -1.700 1.218 5.767 0.020 -0.009 -0.026
C -2.639 2.103 5.261 0.010 0.008 -0.018
C -2.530 2.561 3.955 -0.048 0.024 0.034
C -1.484 2.139 3.140 -0.049 0.055 -0.035
P -1.322 2.702 1.415 0.103 0.021 0.063
C -2.870 3.583 1.045 0.018 -0.068 -0.015
C -0.100 4.055 1.466 -0.056 -0.041 -0.095
H 2.451 1.438 4.153 -0.011 0.024 0.024
H 1.967 2.758 3.073 -0.007 -0.021 0.040
H 3.069 1.508 2.479 0.060 0.000 -0.007
H 1.653 -0.954 4.143 -0.031 -0.027 -0.010
H 2.105 -1.298 2.465 -0.023 -0.016 -0.012
H 0.470 -1.690 3.030 -0.041 0.011 0.017
H 0.070 0.089 5.362 -0.036 0.037 -0.028
H -1.779 0.862 6.787 0.005 0.010 -0.050
H -3.461 2.438 5.882 0.031 -0.010 -0.032
H -3.281 3.246 3.580 0.039 -0.013 0.010
H -3.731 2.927 1.168 0.016 0.019 0.010
H -2.825 3.924 0.011 -0.017 0.012 -0.010
H -2.975 4.452 1.694 -0.032 0.007 -0.009
H -0.237 4.660 2.361 -0.005 0.044 0.021
H -0.232 4.677 0.579 0.016 -0.013 0.007
H 0.909 3.651 1.434 0.002 0.010 -0.011
C -2.200 -0.237 -4.814 0.025 0.082 0.203
N -2.265 0.215 -3.421 -0.055 -0.112 -0.215
C -3.285 0.938 -2.839 0.147 -0.056 -0.048
C -2.923 1.122 -1.542 0.163 -0.219 0.086
N -1.703 0.514 -1.328 -0.107 0.226 0.005
C -1.339 -0.016 -2.479 -0.133 0.053 -0.024
H -3.077 0.124 -5.340 -0.038 0.035 0.003
H -2.185 -1.323 -4.861 -0.016 -0.047 0.046
H -1.309 0.159 -5.297 0.012 0.039 0.025
H -4.156 1.251 -3.391 0.071 -0.055 0.028
H -3.462 1.608 -0.748 0.022 -0.006 -0.047
H -0.415 -0.550 -2.655 -0.088 0.113 -0.044
C 2.839 -2.769 -1.272 0.098 0.087 -0.056
C 1.889 -1.927 -2.099 0.049 0.106 -0.101
C 1.719 -2.486 -3.496 0.005 -0.044 -0.033
O 2.352 -0.557 -2.313 0.058 -0.359 -0.111
P 2.792 0.626 -1.353 -0.203 0.113 -0.055
S 3.653 0.175 0.306 0.070 -0.164 0.004
S 1.110 1.839 -1.115 0.230 0.032 -0.101
O 3.716 1.469 -2.302 -0.067 0.225 0.151
C 3.698 1.758 -3.734 0.043 -0.287 -0.079
C 4.637 0.775 -4.405 -0.010 -0.043 -0.058
C 2.322 1.775 -4.378 0.010 -0.022 0.096
H 2.481 -3.800 -1.295 0.028 -0.003 0.015
H 2.895 -2.438 -0.239 -0.044 0.008 -0.015
H 3.846 -2.738 -1.696 -0.079 -0.023 0.012
H 0.922 -1.872 -1.606 -0.015 0.030 0.132
H 2.691 -2.562 -3.988 -0.052 0.006 -0.032
H 1.070 -1.851 -4.104 0.047 -0.032 0.022
H 1.280 -3.485 -3.443 0.019 0.041 -0.023
H 4.118 2.758 -3.783 0.066 0.135 0.043
H 4.236 -0.240 -4.327 0.042 0.099 -0.023
H 5.623 0.801 -3.939 -0.081 0.004 -0.021
H 4.743 1.031 -5.462 0.006 -0.043 0.088
H 1.883 0.776 -4.379 -0.014 0.049 -0.007
H 2.449 2.101 -5.413 -0.022 -0.019 0.050
H 1.644 2.467 -3.879 0.042 -0.033 -0.011
I -3.059 -7.149 3.005 0.011 0.021 -0.007
C -2.446 -5.273 2.337 -0.018 -0.049 0.026
C -1.788 -5.163 1.119 0.041 0.102 -0.073
C -1.371 -3.914 0.683 0.077 -0.107 -0.018
C -1.636 -2.784 1.449 0.050 0.153 -0.120
C -2.310 -2.903 2.659 -0.149 -0.008 0.088
C -2.705 -4.152 3.115 0.044 0.121 -0.051
C -1.191 -1.446 0.994 -0.015 0.115 -0.082
O -0.178 -1.324 0.214 -0.190 0.023 0.175
O -1.763 -0.388 1.381 0.172 -0.413 0.074
H -1.600 -6.043 0.516 -0.001 0.046 0.042
H -0.844 -3.812 -0.259 -0.016 -0.004 0.076
H -2.526 -2.012 3.240 0.037 -0.060 -0.043
H -3.215 -4.249 4.064 -0.004 -0.006 -0.022
```
Forces are in eV/Å.

Values from the calculation:
* molecular weight: 810.310 g mol⁻¹
* HOMO-LUMO gap: 8.64 eV
* multiplicity: 1
* energy above the lowest of the compared OMol25 structures with the same formula, charge and spin: 0.689 eV
* net charge: +1
* F_max: 0.009 Eh/bohr